Here is 5 unconnected molecules or ions with the total composition C34H70N2O4P2 in a non-equilibrium geometry from the Open Molecules 2025 dataset. Energies are from ωB97M-V/def2-TZVPD.

As for the charge: 0. The max |F| comes out at 2.6 eV/Å. The HOMO-LUMO gap is 0.330 hartree. Its structure (SMILES) is C[C@]1([PH2]=N)[C@@H](P(O)O)OC(=O)[C@H]1c1ccccn1.CCCCCC.CCCCCC.CCCCCC.CCCCCC. The calculated total energy comes out at -2430.6533 Eh.

Geometry as XYZ:
```
112
Properties=species:S:1:pos:R:3:forces:R:3:lowdin_charge:R:1
C -0.723 -3.424 3.263 -0.14 -0.57 -0.26 -0.08
C -0.871 -2.420 2.116 2.27 0.83 0.88 -0.52
P -0.451 -3.110 0.435 -2.00 -0.54 -0.77 0.80
N -1.721 -3.276 -0.477 0.47 -0.43 0.20 -0.25
C 0.288 -1.370 2.378 -1.01 1.42 0.45 -0.42
P 2.056 -1.955 2.170 0.84 -1.61 -0.59 0.84
O 2.688 -1.014 0.976 -0.51 0.25 0.55 -0.27
O 2.877 -1.437 3.479 -1.02 0.55 -0.26 -0.25
O -0.082 -0.240 1.560 0.60 0.21 -1.13 -0.04
C -1.384 -0.360 1.135 -0.70 -0.38 1.89 -0.44
O -1.881 0.205 0.228 0.53 0.27 -0.27 0.17
C -2.009 -1.376 2.125 -0.78 -1.14 -1.00 -0.11
C -3.428 -1.804 1.790 0.25 0.45 -0.56 -0.24
C -3.846 -3.107 1.890 1.36 -1.46 0.66 -0.05
C -5.125 -3.511 1.639 -0.62 0.40 -0.02 -0.05
C -6.002 -2.510 1.266 -0.20 -0.99 0.06 -0.06
C -5.498 -1.244 1.161 -1.17 1.42 -0.53 -0.15
N -4.262 -0.849 1.405 0.28 -0.04 0.37 0.14
H 0.296 -3.824 3.236 -0.07 -0.01 0.03 0.06
H -1.392 -4.283 3.200 -0.04 0.10 -0.02 0.07
H -0.851 -2.964 4.246 -0.17 0.16 -0.16 0.10
H 0.262 -4.312 0.638 0.39 0.43 0.29 0.01
H 0.410 -2.156 -0.160 0.32 -0.15 0.55 0.02
H -1.818 -4.244 -0.767 -0.27 0.13 -0.17 -0.04
H 0.131 -1.003 3.408 0.33 -0.41 0.10 0.13
H 2.106 -1.015 0.205 0.08 0.21 -0.07 0.03
H 2.522 -0.601 3.818 0.37 0.09 0.06 0.07
H -2.074 -1.005 3.156 0.37 0.45 -0.19 0.17
H -3.121 -3.857 2.182 -0.02 0.01 -0.05 0.09
H -5.439 -4.538 1.752 0.08 -0.06 -0.04 0.11
H -7.042 -2.722 1.067 -0.03 0.13 -0.08 0.11
H -6.193 -0.470 0.837 0.20 0.09 0.07 0.11
C 1.822 4.092 -3.791 -0.14 0.01 0.00 -0.11
C 1.159 4.770 -2.597 0.10 0.03 -0.05 -0.27
C 1.963 4.645 -1.304 -0.03 0.05 0.08 -0.23
C 2.170 3.216 -0.802 0.04 -0.05 -0.10 -0.22
C 0.889 2.425 -0.548 0.05 0.06 0.11 -0.26
C 0.005 3.032 0.535 -0.02 -0.11 -0.04 -0.09
H 1.924 3.016 -3.639 0.03 0.01 -0.01 0.06
H 1.227 4.241 -4.693 0.04 -0.02 -0.02 0.07
H 2.816 4.508 -3.973 0.02 -0.04 0.01 0.07
H 0.152 4.368 -2.459 0.01 0.00 0.03 0.10
H 1.034 5.833 -2.824 -0.04 -0.01 0.02 0.10
H 1.473 5.238 -0.525 0.01 -0.02 0.01 0.10
H 2.947 5.104 -1.453 -0.01 0.01 -0.02 0.11
H 2.751 3.257 0.126 -0.01 -0.01 0.00 0.09
H 2.789 2.666 -1.517 0.02 0.02 0.01 0.10
H 1.165 1.411 -0.243 -0.03 0.00 -0.02 0.08
H 0.315 2.320 -1.473 0.01 0.00 0.00 0.10
H 0.546 3.108 1.483 0.03 0.04 -0.02 0.07
H -0.864 2.396 0.695 -0.06 0.10 0.02 0.04
H -0.346 4.028 0.263 -0.01 0.00 0.01 0.07
C 4.435 3.668 3.140 -0.04 0.04 0.13 -0.11
C 3.772 5.007 3.445 -0.03 -0.08 -0.10 -0.27
C 3.934 6.036 2.327 -0.06 0.07 0.01 -0.22
C 5.376 6.444 2.021 0.04 -0.10 0.01 -0.23
C 6.151 7.019 3.206 -0.02 0.13 -0.07 -0.27
C 5.547 8.306 3.758 0.07 -0.08 0.09 -0.11
H 5.515 3.768 3.023 -0.01 -0.02 -0.03 0.07
H 4.257 2.962 3.953 0.04 -0.04 -0.04 0.07
H 4.029 3.234 2.223 0.05 0.00 -0.02 0.06
H 4.161 5.403 4.387 0.00 0.03 -0.01 0.10
H 2.703 4.838 3.604 0.01 0.04 0.03 0.10
H 3.350 6.925 2.581 0.01 0.00 -0.02 0.10
H 3.488 5.635 1.411 -0.01 -0.01 0.01 0.10
H 5.361 7.184 1.214 0.01 0.01 0.01 0.11
H 5.923 5.583 1.627 -0.02 0.00 -0.01 0.10
H 7.174 7.225 2.881 0.01 -0.05 0.02 0.10
H 6.229 6.277 4.006 -0.01 -0.02 -0.02 0.10
H 5.497 9.076 2.985 -0.04 -0.01 0.00 0.07
H 6.157 8.693 4.576 -0.03 0.04 -0.01 0.07
H 4.541 8.146 4.147 -0.01 0.02 -0.02 0.06
C -3.500 2.273 -1.486 -0.10 0.13 -0.02 -0.11
C -4.655 1.296 -1.664 0.06 -0.06 0.02 -0.26
C -4.653 0.593 -3.020 -0.07 -0.03 -0.01 -0.22
C -4.810 1.515 -4.231 0.06 0.04 0.03 -0.23
C -6.072 2.376 -4.229 -0.03 -0.08 -0.12 -0.27
C -7.362 1.562 -4.259 -0.01 0.13 0.06 -0.12
H -3.542 3.090 -2.210 -0.01 0.00 0.00 0.07
H -3.529 2.716 -0.488 0.08 -0.01 0.00 0.07
H -2.543 1.762 -1.597 0.01 0.02 0.00 0.06
H -5.605 1.818 -1.507 -0.01 -0.01 -0.04 0.10
H -4.588 0.537 -0.882 0.03 0.02 0.01 0.08
H -5.449 -0.158 -3.028 0.01 0.00 -0.02 0.10
H -3.717 0.036 -3.128 0.00 0.00 0.04 0.11
H -4.802 0.900 -5.137 -0.02 0.02 -0.01 0.11
H -3.937 2.170 -4.305 0.01 -0.01 0.01 0.10
H -6.049 3.024 -5.110 0.01 0.03 0.03 0.10
H -6.078 3.041 -3.361 0.04 -0.01 0.01 0.10
H -7.395 0.918 -5.140 0.01 -0.03 0.03 0.07
H -8.230 2.223 -4.293 -0.03 -0.05 -0.01 0.07
H -7.462 0.934 -3.372 0.00 -0.02 -0.02 0.06
C 3.071 -9.633 -0.336 -0.07 -0.07 -0.10 -0.11
C 2.754 -8.919 -1.646 0.10 0.01 0.08 -0.27
C 2.639 -7.402 -1.499 -0.03 0.03 -0.11 -0.23
C 1.516 -6.925 -0.578 0.00 -0.07 0.12 -0.24
C 0.113 -7.393 -0.962 -0.01 0.17 -0.08 -0.27
C -0.342 -6.887 -2.328 -0.06 -0.11 0.07 -0.11
H 2.279 -9.494 0.402 0.02 0.01 0.02 0.06
H 3.177 -10.706 -0.503 0.02 0.00 0.05 0.07
H 4.006 -9.266 0.092 -0.02 0.02 0.03 0.08
H 1.837 -9.330 -2.076 0.00 0.03 -0.01 0.10
H 3.551 -9.135 -2.363 -0.04 0.00 -0.03 0.10
H 2.510 -6.960 -2.491 -0.01 0.01 0.01 0.10
H 3.587 -7.010 -1.118 0.00 -0.02 0.00 0.11
H 1.530 -5.830 -0.558 0.01 0.00 -0.02 0.08
H 1.725 -7.247 0.447 0.02 0.02 0.00 0.10
H -0.591 -7.032 -0.205 0.00 -0.06 0.03 0.10
H 0.055 -8.485 -0.936 0.02 0.00 0.03 0.10
H -0.330 -5.795 -2.364 0.03 0.00 -0.04 0.07
H -1.361 -7.218 -2.537 0.00 0.04 -0.04 0.07
H 0.295 -7.262 -3.130 0.00 0.03 -0.01 0.07
```
Forces are in eV/Å.

Here is a molecular structure, C29H28N2NiO6S2 from the Open Molecules 2025 dataset. Energies are from ωB97M-V/def2-TZVPD.

As for the charge: 0. The max |F| comes out at 0.2 eV/Å. The HOMO-LUMO gap (spin up / spin down) is 0.274 / 0.273 hartree. The calculated total energy comes out at -3987.5433 Eh.

Geometry as XYZ:
```
68
Properties=species:S:1:pos:R:3:forces:R:3:lowdin_charge:R:1
Ni 0.528 -0.623 -1.166 -0.01 -0.04 -0.13 0.59
O 0.190 0.535 -2.783 0.03 0.03 -0.09 -0.54
S -0.285 1.960 -3.049 0.01 -0.02 0.16 1.07
C 0.115 2.761 -1.473 -0.02 0.00 -0.05 -0.32
C -0.733 3.891 -0.910 0.05 -0.04 0.03 -0.21
C -0.468 3.991 0.602 0.03 -0.01 -0.07 -0.22
C -0.972 2.759 1.370 -0.05 -0.02 0.06 -0.32
S 0.362 1.707 2.003 -0.03 0.07 0.16 1.02
O 1.005 1.065 0.797 0.03 -0.03 -0.04 -0.56
C -0.606 0.490 2.862 -0.07 0.02 -0.04 -0.39
C -1.836 0.016 2.411 0.03 -0.03 0.03 -0.08
C -2.500 -0.946 3.154 0.01 0.04 -0.03 -0.06
C -1.931 -1.451 4.318 -0.08 -0.02 -0.01 -0.05
C -0.697 -0.992 4.751 0.07 0.04 0.00 -0.05
C -0.036 -0.010 4.028 -0.01 0.01 0.01 -0.08
C -2.056 2.034 -3.020 0.01 0.06 -0.07 -0.40
C -2.840 1.153 -2.293 -0.04 0.02 0.01 -0.04
C -4.216 1.339 -2.301 0.02 -0.04 0.02 -0.05
C -4.783 2.387 -3.013 0.00 0.02 -0.01 -0.07
C -3.982 3.256 -3.743 -0.01 -0.01 -0.01 -0.07
C -2.608 3.073 -3.761 -0.01 -0.01 0.03 -0.10
H 1.160 3.066 -1.575 -0.01 0.01 0.01 0.10
H 0.103 1.912 -0.789 -0.02 0.00 -0.02 0.04
H -1.794 3.692 -1.073 0.01 -0.01 0.01 0.11
H -0.502 4.840 -1.395 0.00 0.00 -0.01 0.12
H -0.966 4.879 0.990 -0.02 0.00 -0.01 0.11
H 0.601 4.140 0.781 0.00 0.01 -0.01 0.11
H -1.619 2.143 0.743 0.01 0.00 0.01 0.08
H -1.539 3.036 2.259 0.00 0.02 -0.01 0.10
H -2.269 0.354 1.477 0.00 0.00 0.03 0.11
H -3.440 -1.337 2.788 0.00 -0.01 0.02 0.12
H -2.423 -2.245 4.862 0.03 0.00 0.00 0.12
H -0.225 -1.433 5.619 -0.03 0.00 0.01 0.12
H 0.928 0.357 4.361 0.01 -0.01 -0.02 0.11
H -2.392 0.320 -1.762 0.00 -0.01 0.00 0.09
H -4.843 0.649 -1.751 0.00 0.00 0.00 0.12
H -5.857 2.520 -3.011 0.00 0.00 0.00 0.11
H -4.426 4.061 -4.312 0.00 0.00 0.00 0.11
H -1.973 3.729 -4.345 0.01 0.00 0.00 0.11
O -0.733 -4.268 4.363 -0.01 0.00 0.01 -0.03
C 0.399 -3.831 4.101 0.06 -0.03 -0.01 -0.70
O 1.415 -3.695 4.804 -0.02 0.01 0.00 -0.03
C 0.555 -3.273 2.663 -0.06 0.01 -0.03 -0.08
C 1.775 -2.784 2.215 0.01 0.01 0.01 0.03
C 1.841 -2.112 1.013 0.01 -0.02 -0.03 -0.08
N 0.756 -1.890 0.264 0.02 0.00 0.07 0.04
C -0.420 -2.397 0.671 -0.01 0.00 -0.03 -0.16
C -0.550 -3.120 1.834 0.04 -0.02 0.05 0.07
C -1.590 -1.976 -0.175 0.00 0.01 0.00 -0.56
O -2.722 -2.341 0.046 -0.01 0.00 0.01 0.09
O -1.249 -1.140 -1.124 0.01 -0.01 0.02 -0.12
H 2.645 -2.899 2.848 0.00 -0.01 0.00 0.12
H 2.779 -1.720 0.646 0.00 0.01 0.01 0.09
H -1.513 -3.500 2.146 0.00 0.00 -0.02 0.13
N 2.433 -0.050 -1.301 -0.01 -0.01 -0.01 0.05
C 3.404 -1.011 -1.774 0.01 -0.01 0.00 -0.29
C 4.608 -1.186 -1.111 0.00 0.01 -0.01 -0.05
C 5.510 -2.138 -1.567 0.00 0.00 0.00 -0.07
C 5.213 -2.897 -2.688 0.00 0.00 -0.01 -0.08
C 4.009 -2.707 -3.353 0.00 0.00 0.00 -0.07
C 3.098 -1.768 -2.895 0.00 0.00 0.00 -0.02
H 2.666 0.327 -0.384 0.01 0.01 0.00 0.09
H 2.382 0.732 -1.948 0.02 0.00 0.00 0.11
H 4.839 -0.586 -0.238 0.00 0.00 0.00 0.12
H 6.444 -2.283 -1.042 0.00 0.00 0.00 0.11
H 5.915 -3.640 -3.041 0.00 0.00 0.00 0.11
H 3.771 -3.301 -4.225 0.00 0.00 0.00 0.11
H 2.149 -1.625 -3.398 0.00 0.00 0.00 0.11
```
Forces are in eV/Å.

Among the records above, which one has the highest max |F|?
C34H70N2O4P2